C4H10N4OS | ωB97M-V/def2-TZVPD

Values from the calculation:
HOMO-LUMO gap = 0.3704 Ha
ΔE to the lowest compared entry with this formula, charge and spin = 28.1 kcal/mol
Charge = +2
F_max = 3.2 eV/A

Structure (XYZ):
```
20
Properties=species:S:1:pos:R:3:forces:R:3:nbo_charge:R:1
C 1.522 -1.521 0.245 -0.93 -1.32 0.13 0.67
C -0.760 -0.611 0.333 1.28 1.90 1.24 0.86
C -3.125 -0.006 0.447 -1.80 1.94 1.38 -0.29
C 1.870 1.954 -0.543 -2.62 -1.71 -0.43 -0.76
N 2.092 -0.433 0.556 1.10 1.67 0.37 -0.76
N -0.255 0.669 0.583 -0.36 -2.09 -0.25 -0.79
N 0.086 -1.671 0.261 1.18 0.24 -0.36 -0.60
N 2.209 -2.639 -0.049 1.85 1.83 -0.11 -0.73
O -2.001 -0.846 0.244 1.04 -1.76 -0.13 -0.39
S 1.516 0.992 0.937 -2.65 -0.88 -1.19 1.41
H -3.966 -0.460 -0.150 1.23 1.19 -0.18 0.28
H -2.776 1.084 0.358 -1.35 -1.54 -0.67 0.19
H -3.578 -0.073 1.486 1.28 -0.32 -0.77 0.26
H 1.806 1.220 -1.346 0.95 0.12 -0.08 0.27
H 2.734 2.404 -0.241 2.87 1.21 -0.14 0.27
H 1.123 2.688 -0.817 -0.37 0.41 0.71 0.29
H -0.988 1.375 0.638 0.60 0.20 0.23 0.45
H -0.238 -2.614 0.033 -0.52 0.54 0.04 0.47
H 3.286 -2.617 -0.048 -2.35 0.14 0.11 0.47
H 1.803 -3.446 0.330 -0.41 -1.79 0.12 0.42
```
Positions in Å, forces in eV/Å.


C4H10NO | ωB97M-V/def2-TZVPD

Values from the calculation:
HOMO-LUMO gap = 0.2463 Ha
ΔE to the lowest compared entry with this formula, charge and spin = 24.1 kcal/mol
Charge = -1
F_max = 3.4 eV/A

Structure (XYZ):
```
16
Properties=species:S:1:pos:R:3:forces:R:3:nbo_charge:R:1
C 0.679 0.238 1.678 1.95 -0.51 -0.48 -0.42
N -0.211 -0.755 1.112 -1.00 0.71 -2.04 -0.69
C -0.827 1.217 -0.498 1.12 -1.16 -0.31 -0.63
C -0.668 -0.321 -0.304 -0.38 1.10 2.59 -0.07
C 0.300 -0.946 -1.254 1.36 -1.38 -2.78 -0.06
O 0.918 -2.133 -0.907 -0.85 0.98 0.68 -0.95
H 1.492 0.705 1.069 -0.44 -0.48 -0.82 0.14
H 1.373 -0.207 2.418 -1.06 0.17 0.51 0.19
H 0.142 1.126 1.969 -0.38 0.06 0.94 0.17
H 0.248 -1.605 0.708 0.81 0.10 0.99 0.42
H -1.217 1.267 -1.522 0.02 0.62 0.16 0.20
H -1.500 1.661 0.226 -0.34 0.06 0.02 0.19
H 0.161 1.726 -0.426 -0.69 -0.25 -0.24 0.20
H -1.673 -0.696 -0.480 -0.20 -0.54 0.26 0.16
H -0.258 -1.107 -2.226 -0.10 0.32 0.22 0.09
H 1.042 -0.169 -1.562 0.16 0.20 0.28 0.08
```
Positions in Å, forces in eV/Å.


C4H10NO | ωB97M-V/def2-TZVPD

Values from the calculation:
HOMO-LUMO gap (spin up / spin down) = 0.2351 / 0.3659 Ha
ΔE to the lowest compared entry with this formula, charge and spin = 15.9 kcal/mol
Spin multiplicity = 2
<S²> = 0.75
F_max = 2.4 eV/A

Structure (XYZ):
```
16
Properties=species:S:1:pos:R:3:forces:R:3:nbo_charge:R:1
C 0.554 1.091 0.928 0.57 0.17 -0.28 -0.66
C 1.108 -0.082 0.164 0.09 -0.04 -0.05 0.19
C 2.378 -0.467 0.228 -0.27 -0.24 -0.12 -0.42
C -0.452 -1.915 -0.225 -1.06 -0.54 -0.39 -0.31
N 0.142 -0.773 -0.650 1.97 1.22 0.64 -0.62
H 1.335 1.832 1.110 0.05 -0.13 0.20 0.21
H -0.221 1.601 0.358 -0.26 -0.19 0.16 0.23
H 0.183 0.722 1.882 -0.33 0.20 0.04 0.22
H 2.715 -1.346 -0.306 0.00 0.03 -0.07 0.21
H 3.101 0.059 0.833 -0.02 0.07 0.10 0.20
H -1.362 -2.226 -0.711 0.04 -0.08 -0.02 0.18
H 0.028 -2.544 0.500 0.21 0.11 0.09 0.18
H -0.083 -0.174 -1.423 -1.01 -0.59 -0.26 0.40
H -3.326 1.607 0.304 0.67 -0.22 -0.52 0.47
H -3.108 2.090 -1.103 -0.16 0.36 -0.59 0.47
O -2.700 1.534 -0.448 -0.51 -0.12 1.07 -0.94
```
Positions in Å, forces in eV/Å.